The following is a DFT calculation (the ωB97M-V functional and the def2-TZVPD basis) of C3I3N as an isolated structure at a distorted geometry.

Its HOMO-LUMO gap (alpha / beta) is 6.765 / 6.085 eV. As for the LUMO energy (alpha / beta): -1.86 / -2.08 eV. The value obtained for the largest force on an atom is 0.05598 hartree/bohr. As for the energy relative to the best compared isomer or geometry (same formula, charge and spin): 123.1 kcal per mole. The total charge is 0. For the HOMO energy (alpha / beta), the calculation gives -8.625 / -8.168 eV.

The geometry in XYZ format:
```
7
C3I3N (the ωB97M-V functional and the def2-TZVPD basis)
C 1.3297 0.6835 -0.0848
C 1.0206 -0.5389 -0.5180
C -1.2666 0.0113 0.2479
N 1.4913 1.7819 0.2419
I 1.8401 -2.2800 0.0223
I -2.6114 -1.5422 0.2665
I -1.8036 1.8845 -0.1757
```

From a Mulliken analysis of the wavefunction, the atomic charges in e read: 0.567 -0.502 -0.356 -0.399 0.251 0.172 0.266


The following is a DFT calculation (the ωB97M-V functional and the def2-TZVPD basis) of an isolated ion of composition C20H25F6N4 and charge +1 at a distorted geometry.

Its HOMO-LUMO gap is 7.943 eV. As for the LUMO energy: -2.63 eV. The value obtained for the largest force on an atom is 0.06793 hartree/bohr. As for the energy relative to the best compared isomer or geometry (same formula, charge and spin): 16.6 kcal per mole. The total charge is +1. For the HOMO energy, the calculation gives -10.573 eV.

The geometry in XYZ format:
```
55
C20H25F6N4 (the ωB97M-V functional and the def2-TZVPD basis)
C 0.4889 -1.4096 -5.0037
N -0.1970 -0.4939 -4.0639
N -0.5460 -0.7807 -2.6971
C -0.7530 0.2662 -1.4136
C -1.5494 -0.3528 -0.3132
C -2.8980 -0.6738 -0.5459
C -3.6876 -1.2732 0.4177
C -3.2053 -1.4207 1.7508
N -3.9582 -2.0305 2.7178
C -3.7789 -1.7128 4.1155
C -4.9645 -3.0566 2.4256
C -4.2983 -4.3875 2.3813
F -5.1167 -5.4336 2.1286
F -3.3154 -4.3880 1.4198
F -3.6599 -4.6352 3.5734
C -1.8821 -0.9945 2.0164
C -1.0705 -0.5239 1.0018
C 0.5277 0.9538 -1.0684
C 1.4882 1.0268 -2.0550
C 2.7598 1.4955 -1.8114
C 3.0391 2.1323 -0.5851
N 4.3207 2.5608 -0.3023
C 5.4824 2.0089 -0.9934
C 4.5927 3.8345 0.3801
C 4.8247 3.7255 1.8548
F 5.7156 4.6532 2.3121
F 3.6523 3.9187 2.5448
F 5.2998 2.4959 2.2250
C 2.0035 2.2752 0.3696
C 0.7491 1.6872 0.1299
H 0.9270 -0.7640 -5.7942
H 1.3094 -1.9302 -4.4973
H -0.1824 -2.1230 -5.4992
H -0.9276 0.0877 -4.5015
H 0.1434 -1.4562 -2.2377
H -1.6386 -0.9828 -2.6501
H -1.3050 0.8386 -2.1446
H -3.3642 -0.4327 -1.5293
H -4.7144 -1.5889 0.1692
H -3.5553 -0.6391 4.2321
H -4.7079 -1.9442 4.6645
H -2.9529 -2.2815 4.5818
H -5.6947 -3.0698 3.2498
H -5.4312 -2.8592 1.4623
H -1.4912 -1.0714 3.0312
H -0.0570 -0.2583 1.2754
H 1.2311 0.6600 -3.0386
H 3.5069 1.3888 -2.5905
H 5.2019 1.0986 -1.5432
H 5.9113 2.7506 -1.6952
H 6.2667 1.7459 -0.2570
H 5.5170 4.2487 -0.0583
H 3.7339 4.5024 0.2412
H 2.2065 2.7873 1.3059
H 0.0035 1.8255 0.9116
```

From a Mulliken analysis of the wavefunction, the atomic charges in e read: -0.858 -0.517 -0.211 -0.259 0.143 -0.782 -0.722 0.831 0.150 -1.181 -0.993 1.050 -0.260 -0.268 -0.267 -0.430 -0.890 -0.074 -1.147 -0.674 0.980 0.160 -1.159 -1.207 1.012 -0.279 -0.271 -0.272 -0.387 -1.102 0.308 0.349 0.317 0.210 0.489 0.524 0.538 0.435 0.238 0.437 0.327 0.340 0.342 0.272 0.461 0.738 0.987 0.432 0.391 0.378 0.306 0.419 0.457 0.501 0.690


The following is a DFT calculation (the ωB97M-V functional and the def2-TZVPD basis) of an isolated molecule of C5H8N2O at a distorted geometry.

Its HOMO-LUMO gap is 8.888 eV. As for the LUMO energy: 0.57 eV. The value obtained for the largest force on an atom is 0.08479 hartree/bohr. As for the energy relative to the best compared isomer or geometry (same formula, charge and spin): 46.6 kcal per mole. The total charge is 0. For the HOMO energy, the calculation gives -8.315 eV.

The geometry in XYZ format:
```
16
C5H8N2O (the ωB97M-V functional and the def2-TZVPD basis)
C -0.0634 -2.1974 0.1067
C 0.2744 -0.7901 0.4684
N 1.0281 -0.5214 1.5227
N 0.5777 0.7794 1.6909
C 0.2097 1.3769 0.5074
O -0.0037 2.7075 0.3897
C 0.0045 0.3545 -0.3730
C -0.5383 0.3980 -1.7579
H 0.0637 -2.8448 0.9692
H 0.6149 -2.5421 -0.6759
H -1.0800 -2.2638 -0.2791
H 0.5608 1.1593 2.6250
H 0.3890 3.1683 1.1415
H -1.5314 -0.0516 -1.8032
H 0.1112 -0.1591 -2.4339
H -0.6172 1.4264 -2.0984
```

From a Mulliken analysis of the wavefunction, the atomic charges in e read: -1.191 0.607 -0.681 0.035 0.038 -0.498 0.612 -1.290 0.366 0.270 0.308 0.169 0.320 0.293 0.302 0.338


The following is a DFT calculation (the ωB97M-V functional and the def2-TZVPD basis) of a 2-piece molecular cluster, CHFNO3 overall at a distorted geometry.

Its HOMO-LUMO gap (alpha / beta) is 9.064 / 8.939 eV. As for the LUMO energy (alpha / beta): 3.39 / 3.37 eV. The value obtained for the largest force on an atom is 0.09468 hartree/bohr. As for the energy relative to the best compared isomer or geometry (same formula, charge and spin): 2.7 kcal per mole. The total charge is -1. For the HOMO energy (alpha / beta), the calculation gives -5.672 / -5.569 eV.

The geometry in XYZ format:
```
7
CHFNO3 (the ωB97M-V functional and the def2-TZVPD basis)
C -1.2431 -1.2847 0.1312
N 0.0917 -0.5717 -0.3887
O -1.9678 -0.4467 0.5995
O -1.2574 -2.4099 -0.2835
O 1.2158 -1.0017 -0.7239
F 2.3476 -1.3855 0.7078
H 0.1084 0.5119 -0.0655
```

From a Mulliken analysis of the wavefunction, the atomic charges in e read: 0.613 0.168 -0.629 -0.590 -0.214 -0.609 0.261


The following is a DFT calculation (the ωB97M-V functional and the def2-TZVPD basis) of a 2-piece molecular cluster, C6H15NO overall at a distorted geometry.

Its HOMO-LUMO gap (alpha / beta) is 2.544 / 9.280 eV. As for the LUMO energy (alpha / beta): 3.82 / 3.62 eV. The multiplicity is 2. The value obtained for the largest force on an atom is 0.05523 hartree/bohr. As for the energy relative to the best compared isomer or geometry (same formula, charge and spin): 41.0 kcal per mole. The total charge is -1. For the HOMO energy (alpha / beta), the calculation gives 1.273 / -5.657 eV.

The geometry in XYZ format:
```
23
C6H15NO (the ωB97M-V functional and the def2-TZVPD basis)
C -0.2064 0.3963 1.0748
C -0.4310 -1.0841 0.6195
C 0.7467 -1.5896 -0.1984
C 1.0075 -0.7854 -1.4607
C -0.0936 -0.7505 -2.4546
C -1.0660 0.1454 -2.5413
N -0.0162 0.5518 2.5630
H 0.7874 0.7320 0.8179
H -1.0206 1.0611 0.7879
H -1.3740 -1.1133 0.0695
H -0.4554 -1.6158 1.5792
H 1.5584 -1.8222 0.5083
H 0.4832 -2.6004 -0.5633
H 1.9720 -0.9385 -1.9791
H 1.2523 0.2362 -1.1336
H -0.0130 -1.6127 -3.1182
H -1.7528 0.1069 -3.3714
H -1.0437 1.0724 -1.9750
H -0.6850 0.0120 3.1075
H 0.8886 0.1067 2.7440
H 0.4723 3.4484 1.9652
H -0.7709 2.6341 1.6240
O -0.2396 3.4093 1.3349
```

From a Mulliken analysis of the wavefunction, the atomic charges in e read: -2.878 -0.270 -1.902 -0.648 -0.277 -0.682 -1.160 0.707 0.034 0.060 1.298 0.927 0.246 0.644 0.008 0.357 0.354 0.279 0.471 1.047 0.375 0.502 -0.491


The following is a DFT calculation (the ωB97M-V functional and the def2-TZVPD basis) of C32H44BrN3P2Pd as an isolated structure at a distorted geometry.

Its HOMO-LUMO gap (alpha / beta) is 4.416 / 6.232 eV. As for the LUMO energy (alpha / beta): -5.75 / -6.79 eV. The multiplicity is 3. The value obtained for the largest force on an atom is 0.07357 hartree/bohr. The total charge is +2. For the HOMO energy (alpha / beta), the calculation gives -10.163 / -13.019 eV.

The geometry in XYZ format:
```
83
C32H44BrN3P2Pd (the ωB97M-V functional and the def2-TZVPD basis)
C 0.3359 4.6302 -3.2760
C 0.1418 3.3750 -3.8949
C -0.1342 3.3496 -5.2695
C -0.2609 4.5698 -5.9559
N -0.0841 5.7399 -5.3478
C 0.2093 5.7913 -4.0500
C 0.0692 2.1594 -3.1047
C -0.0541 1.7983 -1.8384
C -0.4932 2.0884 -0.5086
C 0.3197 2.5053 0.5760
C -0.1658 2.3934 1.8712
C -1.3351 1.6235 2.0827
C -2.2188 1.3753 1.0101
C -1.8332 1.7152 -0.2666
Pd -0.2086 0.2791 -3.0552
P 2.1727 -0.9448 1.1933
H -0.3237 2.4071 -5.7811
H 0.5222 4.6999 -2.2044
H -0.5184 4.5776 -7.0202
H 0.3395 6.7771 -3.5958
H -2.5217 1.5990 -1.1081
H 1.3226 2.8815 0.3723
H -3.1738 0.8881 1.1962
H 0.3491 2.8413 2.7191
C 2.4501 -2.6259 1.7791
C 3.5021 -3.4252 1.0172
H 1.4798 -3.1452 1.7664
H 2.7355 -2.5295 2.8387
H 3.7078 -4.3426 1.5788
H 3.1536 -3.7208 0.0209
H 4.4535 -2.8907 0.9066
C 2.2375 -0.6999 -0.5953
C 3.3889 0.1447 -1.1496
H 1.2832 -0.2475 -0.9292
H 2.2786 -1.7055 -1.0368
H 3.4189 0.0217 -2.2396
H 3.2437 1.2163 -0.9560
H 4.3763 -0.1447 -0.7679
C 3.2706 0.1992 2.0367
C 4.7205 -0.3005 2.1041
H 2.8733 0.3693 3.0493
H 3.2173 1.1610 1.5034
H 5.3416 0.4884 2.5422
H 4.8288 -1.1925 2.7363
H 5.1466 -0.5329 1.1183
Br 0.0441 -0.5456 1.8771
P -1.2290 -1.5183 -2.6784
C -0.1246 -2.9693 -2.4639
C -0.7127 -4.3651 -2.2371
H 0.5302 -2.7067 -1.6111
H 0.5185 -2.9682 -3.3622
H 0.0998 -5.0980 -2.3308
H -1.1239 -4.4897 -1.2289
H -1.4796 -4.6391 -2.9685
C -2.1656 -1.4032 -1.1016
C -3.0950 -2.5632 -0.7559
H -2.7429 -0.4701 -1.1402
H -1.4208 -1.2510 -0.3031
H -3.6090 -2.3296 0.1871
H -3.8551 -2.7109 -1.5336
H -2.5462 -3.4967 -0.6086
C -2.4864 -1.7805 -3.9884
C -2.5620 -3.1269 -4.7019
H -2.2811 -0.9990 -4.7371
H -3.4559 -1.5355 -3.5291
H -3.1603 -3.0002 -5.6131
H -1.5803 -3.5026 -5.0117
H -3.0674 -3.8935 -4.1024
N -3.3863 1.1030 4.9407
C -3.2015 1.2580 3.6214
N -1.9057 1.5087 3.3841
C -1.2053 1.5049 4.6263
C 0.1502 1.3659 4.8875
C 0.5161 0.9976 6.1995
C -0.4618 0.7164 7.1686
C -1.8274 0.8399 6.8808
C -2.1567 1.2412 5.5979
H -4.2809 0.9002 5.3777
H -3.9910 1.2251 2.8856
H 0.8900 1.5303 4.1019
H 1.5720 0.9251 6.4544
H -0.1436 0.3928 8.1603
H -2.6278 0.6361 7.5895
```

From a Mulliken analysis of the wavefunction, the atomic charges in e read: -0.417 0.714 -0.411 -0.352 -0.558 -0.347 -0.439 0.274 -0.014 -1.025 -0.252 -0.152 -0.455 -0.927 -0.957 0.747 0.387 0.354 0.369 0.367 0.905 0.671 0.178 1.006 -0.821 -1.227 0.540 0.482 0.408 0.312 0.300 1.073 -1.558 -0.947 0.471 0.443 0.269 0.367 -0.083 -1.322 0.270 0.331 0.436 0.342 0.264 0.007 1.462 -0.048 -1.303 -0.534 0.584 0.450 0.297 0.178 0.463 -1.187 0.266 -0.581 0.453 0.253 0.159 -0.669 -1.421 0.596 0.444 0.418 0.337 0.289 -0.032 -0.327 0.547 0.627 0.179 -0.936 -0.547 -0.874 0.277 0.265 0.515 0.152 0.410 0.402 0.411


The following is a DFT calculation (the ωB97M-V functional and the def2-TZVPD basis) of a 2-piece molecular cluster, C6H14O2 overall at a distorted geometry.

Its HOMO-LUMO gap is 10.614 eV. As for the LUMO energy: 0.88 eV. The value obtained for the largest force on an atom is 0.02466 hartree/bohr. As for the energy relative to the best compared isomer or geometry (same formula, charge and spin): 32.2 kcal per mole. The total charge is 0. For the HOMO energy, the calculation gives -9.731 eV.

The geometry in XYZ format:
```
22
C6H14O2 (the ωB97M-V functional and the def2-TZVPD basis)
C -1.7630 0.8029 0.3129
C -2.0962 -0.6968 0.2613
C -0.8801 -1.5553 0.6547
C -0.0270 -1.9811 -0.5387
C 1.2389 -1.1009 -0.8270
C 2.4471 -1.9866 -0.7190
O 2.9779 -2.4647 -1.6876
H -2.4881 1.4738 -0.1426
H -0.7688 1.0475 -0.0403
H -1.8394 1.0720 1.3732
H -2.3586 -0.9650 -0.7610
H -2.9804 -0.8689 0.8600
H -1.1811 -2.4468 1.1771
H -0.2735 -0.9181 1.2664
H -0.6231 -2.0200 -1.4522
H 0.2651 -3.0139 -0.3597
H 1.1784 -0.6976 -1.8348
H 1.2477 -0.3061 -0.0761
H 2.7444 -2.2171 0.3156
O 1.6382 6.0405 0.9981
H 1.3624 6.9583 0.9819
H 2.1791 5.8439 0.2377
```

From a Mulliken analysis of the wavefunction, the atomic charges in e read: -1.173 -0.445 -0.795 -0.644 -0.476 -0.147 -0.477 0.367 0.260 0.318 0.329 0.343 0.374 0.427 0.347 0.431 0.287 0.325 0.350 -0.642 0.321 0.320